No. 1
{
  "formula": "C3H6O2",
  "method": "ωB97M-V/def2-TZVPD",
  "smiles": "O=CCCO",
  "e_above_lowest_kj_mol": 126.7,
  "homo_energy_ev": -10.2,
  "multiplicity": 1,
  "e_tot_ev": -7302.36523,
  "species": ["O", "C", "C", "C", "O", "H", "H", "H", "H", "H", "H"],
  "positions_angstrom": [[-2.0948, -0.6623, 0.3624], [-1.4480, 0.2770, -0.0126], [-0.0377, 0.5397, 0.4317], [0.8684, -0.3086, -0.4546], [2.2434, -0.0422, -0.2384], [-1.8352, 0.9658, -0.7949], [0.2212, 1.5872, 0.2874], [0.1539, 0.2923, 1.4795], [0.6102, -1.3556, -0.3327], [0.6183, -0.0661, -1.4990], [2.2882, 0.8154, 0.1910]],
  "forces_ev_per_angstrom": [[-0.1, 0.0, 0.0], [0.0, 0.0, 0.0], [0.4, -0.1, 0.3], [-0.3, 0.6, -0.8], [-0.3, -0.3, 0.2], [0.0, -0.1, 0.1], [-0.1, 0.2, -0.1], [-0.4, -0.1, -0.1], [0.4, -0.2, 0.3], [0.1, -0.1, 0.0], [0.2, 0.0, 0.0]],
  "mulliken_charge": [-0.447, -0.082, -0.550, -0.387, -0.490, 0.346, 0.381, 0.327, 0.313, 0.272, 0.318]
}

No. 2
{
  "formula": "C48H132N12O12",
  "method": "ωB97M-V/def2-TZVPD",
  "smiles": "COC[C@H](C)N.COC[C@H](C)N.COC[C@H](C)N.COC[C@H](C)N.COC[C@H](C)N.COC[C@H](C)N.COC[C@H](C)N.COC[C@H](C)N.COC[C@H](C)N.COC[C@H](C)N.COC[C@H](C)N.COC[C@H](C)N",
  "e_above_lowest_kj_mol": 787.4,
  "homo_energy_ev": -8.0,
  "multiplicity": 1,
  "e_tot_ev": -94355.11803,
  "species": ["C", "O", "C", "C", "C", "N", "H", "H", "H", "H", "H", "H", "H", "H", "H", "H", "H", "C", "O", "C", "C", "C", "N", "H", "H", "H", "H", "H", "H", "H", "H", "H", "H", "H", "C", "O", "C", "C", "C", "N", "H", "H", "H", "H", "H", "H", "H", "H", "H", "H", "H", "C", "O", "C", "C", "C", "N", "H", "H", "H", "H", "H", "H", "H", "H", "H", "H", "H", "C", "O", "C", "C", "C", "N", "H", "H", "H", "H", "H", "H", "H", "H", "H", "H", "H", "C", "O", "C", "C", "C", "N", "H", "H", "H", "H", "H", "H", "H", "H", "H", "H", "H", "C", "O", "C", "C", "C", "N", "H", "H", "H", "H", "H", "H", "H", "H", "H", "H", "H", "C", "O", "C", "C", "C", "N", "H", "H", "H", "H", "H", "H", "H", "H", "H", "H", "H", "C", "O", "C", "C", "C", "N", "H", "H", "H", "H", "H", "H", "H", "H", "H", "H", "H", "C", "O", "C", "C", "C", "N", "H", "H", "H", "H", "H", "H", "H", "H", "H", "H", "H", "C", "O", "C", "C", "C", "N", "H", "H", "H", "H", "H", "H", "H", "H", "H", "H", "H", "C", "O", "C", "C", "C", "N", "H", "H", "H", "H", "H", "H", "H", "H", "H", "H", "H"],
  "positions_angstrom": [[-6.6381, -3.0685, 4.9156], [-5.7142, -2.1064, 4.3630], [-4.4042, -2.4839, 4.5203], [-3.5119, -1.2955, 3.9257], [-3.3686, -1.4952, 2.3526], [-2.2268, -1.3800, 4.5673], [-6.5304, -3.9921, 4.3469], [-7.6472, -2.6870, 4.7604], [-6.5792, -3.3180, 5.9751], [-4.1211, -2.8021, 5.5236], [-4.2634, -3.3770, 3.9116], [-3.9953, -0.3379, 4.1192], [-2.9165, -0.6047, 1.9158], [-4.3430, -1.6923, 1.9057], [-2.7502, -2.3585, 2.1066], [-1.8306, -2.3051, 4.4820], [-2.3371, -1.2553, 5.5635], [-6.8646, 4.4516, -1.5435], [-5.4047, 4.6136, -1.7519], [-4.9022, 5.7500, -1.1376], [-3.3663, 5.7555, -1.2906], [-2.7248, 4.4964, -0.6998], [-2.8901, 7.0460, -0.8667], [-7.3825, 5.2712, -2.0417], [-7.0542, 4.5683, -0.4764], [-7.1677, 3.4885, -1.9542], [-5.1713, 6.5718, -1.8013], [-5.2096, 5.9029, -0.1031], [-3.0637, 5.8677, -2.3317], [-2.9833, 3.6074, -1.2750], [-2.8569, 4.3100, 0.3660], [-1.6479, 4.5031, -0.8685], [-1.9177, 7.1819, -1.1038], [-3.3173, 7.6620, -1.5436], [3.0957, -4.8072, 0.3190], [3.0686, -3.7909, 1.3457], [4.1477, -3.8756, 2.3220], [5.4496, -3.2323, 1.8616], [6.3944, -3.1074, 3.1239], [5.3135, -1.9769, 1.2076], [2.9220, -5.7163, 0.8947], [3.9842, -4.7987, -0.3124], [2.2535, -4.7017, -0.3648], [3.8812, -3.3293, 3.2268], [4.4458, -4.8506, 2.7075], [5.9994, -3.7276, 1.0612], [7.1469, -2.3243, 3.0312], [6.8566, -4.0422, 3.4413], [5.9286, -2.8571, 4.0771], [4.4486, -2.0622, 0.6929], [5.1201, -1.4269, 2.0324], [-1.2501, 1.2909, -2.1250], [-0.0563, 0.6949, -1.6105], [-0.3139, -0.5190, -0.8100], [0.8445, -0.9277, 0.0505], [2.0408, -1.4039, -0.8648], [0.5213, -2.0858, 0.9335], [-1.9330, 1.4682, -1.2941], [-1.7244, 0.5044, -2.7119], [-1.0541, 2.1814, -2.7223], [-1.1352, -0.3282, -0.1192], [-0.6001, -1.3192, -1.4925], [1.2029, -0.1310, 0.7022], [1.8877, -2.4008, -1.2782], [3.0618, -1.3284, -0.4907], [2.0602, -0.8993, -1.8307], [-0.2575, -2.6421, 0.6108], [1.3155, -2.7072, 0.9916], [4.8087, 0.7887, 3.0833], [3.7943, 0.2779, 3.8987], [2.5516, -0.1701, 3.2809], [1.3391, -0.4256, 4.1863], [1.6420, -1.7129, 5.0105], [0.1225, -0.5310, 3.3616], [4.4988, 0.9025, 2.0445], [5.5971, 0.0362, 3.0723], [5.1838, 1.7273, 3.4912], [2.2069, 0.5711, 2.5598], [2.7971, -1.1193, 2.8044], [1.4089, 0.4208, 4.8696], [0.8026, -1.9055, 5.6786], [2.5825, -1.6919, 5.5611], [1.6789, -2.6182, 4.4046], [-0.6511, -0.9040, 3.8931], [0.2516, -1.1229, 2.5535], [0.4627, -3.2414, -7.3199], [1.6504, -3.4338, -6.5702], [1.6431, -4.5050, -5.5671], [2.6977, -4.2552, -4.5089], [2.7676, -5.2903, -3.4343], [2.4089, -2.9895, -3.7912], [-0.1409, -2.6208, -6.6576], [-0.0196, -4.1780, -7.5995], [0.6358, -2.8042, -8.3032], [0.6842, -4.4886, -5.0490], [1.8242, -5.4599, -6.0604], [3.6347, -4.1890, -5.0619], [1.8779, -5.3334, -2.8061], [3.6516, -4.9540, -2.8925], [2.9908, -6.2760, -3.8425], [3.3170, -2.6790, -3.4765], [2.1207, -2.3781, -4.5417], [0.3964, 7.6989, -3.6438], [0.6280, 6.7503, -2.6629], [1.4258, 5.6293, -3.0688], [1.3676, 4.3255, -2.1351], [1.9242, 4.5234, -0.7255], [2.0719, 3.2540, -2.8791], [-0.2384, 7.2143, -4.3855], [1.2764, 8.2004, -4.0466], [-0.0279, 8.6429, -3.3018], [1.1422, 5.3307, -4.0780], [2.4464, 5.8855, -3.3532], [0.3508, 3.9331, -2.1219], [1.5613, 5.3627, -0.1322], [3.0100, 4.5817, -0.8016], [1.8159, 3.5498, -0.2475], [3.0765, 3.2340, -2.7764], [1.7809, 2.3575, -2.5162], [4.8363, 1.7688, -1.0311], [5.5897, 2.3043, 0.0223], [6.9162, 1.7306, 0.1057], [7.7925, 2.5103, 1.1042], [9.2389, 2.1198, 1.4526], [7.0966, 2.8291, 2.3370], [5.4214, 1.8909, -1.9426], [3.8561, 2.2363, -1.1241], [4.6164, 0.7230, -0.8166], [6.9206, 0.6621, 0.3212], [7.3598, 1.8571, -0.8819], [8.0343, 3.4961, 0.7069], [9.9200, 1.7399, 0.6911], [9.1624, 1.2949, 2.1609], [9.7820, 2.8564, 2.0446], [6.1548, 3.1805, 2.2388], [7.6095, 3.5911, 2.7569], [-4.7884, 8.2002, -7.5552], [-5.0260, 7.0686, -6.8055], [-3.8267, 6.2239, -6.6329], [-3.8833, 5.2625, -5.4611], [-2.4406, 4.6656, -4.9635], [-4.7143, 4.0777, -5.7440], [-3.9464, 8.7208, -7.0990], [-5.6367, 8.8792, -7.6411], [-4.4542, 8.0594, -8.5831], [-3.8826, 5.5985, -7.5238], [-2.9325, 6.8322, -6.7687], [-4.2728, 5.6765, -4.5311], [-2.6726, 3.9089, -4.2141], [-1.8594, 5.3906, -4.3937], [-1.8793, 4.3105, -5.8278], [-5.6341, 4.3979, -6.0115], [-4.7925, 3.4719, -4.9397], [-0.0282, -8.8524, 4.9932], [-0.1373, -8.0311, 3.8243], [-0.8736, -6.8045, 4.1943], [-0.7835, -5.6978, 3.1356], [0.5766, -4.9387, 3.2183], [-1.7861, -4.6187, 3.4362], [0.8830, -8.5394, 5.5030], [0.1656, -9.8404, 4.5756], [-0.9218, -8.7685, 5.6117], [-1.9248, -7.0322, 4.3712], [-0.3764, -6.4416, 5.0938], [-0.7257, -6.1038, 2.1257], [1.3052, -5.7461, 3.1455], [0.9034, -4.4777, 4.1503], [0.8778, -4.2231, 2.4532], [-2.6723, -5.0624, 3.6308], [-1.7968, -4.1077, 2.5650], [-2.0412, -3.1946, -2.3234], [-3.1135, -4.0696, -2.0180], [-2.9359, -5.2636, -1.1538], [-4.2066, -6.0901, -0.7598], [-5.2702, -5.3516, 0.0590], [-3.9097, -7.3006, -0.0541], [-2.5665, -2.2411, -2.3787], [-1.5420, -3.4046, -3.2694], [-1.3045, -3.3707, -1.5395], [-2.1901, -5.8446, -1.6963], [-2.3433, -4.9495, -0.2946], [-4.7799, -6.3905, -1.6368], [-5.3782, -4.4270, -0.5081], [-4.7837, -5.1286, 1.0086], [-6.1879, -5.9397, 0.0647], [-3.0241, -7.7277, -0.2852], [-3.6744, -7.0730, 0.9014], [-2.4501, 5.8646, 2.6524], [-2.6097, 4.4701, 2.8528], [-1.5167, 3.8448, 3.5214], [-0.5951, 3.2364, 2.4464], [-1.2752, 2.0753, 1.6445], [0.4845, 2.6180, 3.1923], [-2.4305, 6.3225, 3.6414], [-3.2402, 6.2243, 1.9933], [-1.6153, 6.2353, 2.0577], [-1.0337, 4.5710, 4.1752], [-2.0090, 3.1967, 4.2464], [-0.2656, 4.0905, 1.8548], [-2.2014, 2.3194, 1.1241], [-1.4766, 1.1786, 2.2306], [-0.5331, 1.8518, 0.8781], [0.2387, 2.5229, 4.1673], [0.6380, 1.6655, 2.8936]],
  "forces_ev_per_angstrom": [[-0.1, 0.4, -1.1], [-2.2, -0.2, 1.5], [0.9, 0.9, -1.6], [-0.6, -2.6, -0.8], [-0.2, 0.4, 1.4], [0.3, 0.4, 0.6], [-0.1, -0.3, 0.0], [0.1, 0.1, -0.2], [0.7, 0.4, 0.2], [0.0, 0.5, 0.5], [0.5, -0.4, -0.3], [0.0, -0.1, 0.1], [0.0, 0.0, -0.1], [-0.1, 0.2, 0.1], [0.2, 0.0, 0.2], [-0.1, -0.5, -0.3], [0.0, 0.3, 0.2], [2.0, 0.8, -0.1], [-2.0, -1.6, 0.2], [1.4, 0.7, -1.5], [0.0, -1.1, -0.4], [0.9, 0.3, -0.4], [0.2, 1.3, 1.4], [-0.1, 0.0, -0.2], [-0.2, -0.4, 0.1], [0.1, 0.1, 0.2], [-0.7, 0.8, 0.5], [-0.1, -0.1, 0.1], [-0.8, -1.6, -0.7], [-0.7, 0.1, 0.1], [-0.4, 0.2, 0.0], [0.3, 0.4, 0.2], [0.5, -0.5, 0.3], [-0.4, 0.6, 0.2], [-0.4, 0.0, 1.2], [1.0, -0.1, 0.2], [0.3, 0.4, -0.5], [2.0, -1.2, 0.4], [-0.3, -0.2, 0.0], [-0.5, 1.3, 1.0], [0.5, -0.6, -0.6], [0.3, -0.1, 0.4], [-0.2, 0.5, 0.3], [-0.8, 0.3, -0.2], [-0.7, -0.7, -0.5], [-0.1, -1.6, 0.5], [0.2, -0.2, -0.5], [0.3, -0.2, -0.7], [-1.0, 0.4, -0.2], [-0.3, 0.4, -0.2], [-0.5, 1.4, -0.5], [0.0, -1.7, 0.7], [0.6, -0.5, 1.0], [-0.6, 1.5, -0.5], [2.5, -1.7, -0.9], [-0.5, 0.5, -1.0], [-0.6, 0.5, -0.2], [-0.1, 0.5, 0.0], [-0.3, 0.2, -0.6], [0.3, -0.2, 0.2], [-0.5, 0.2, -0.1], [0.1, 0.0, 0.0], [-0.3, 0.3, -0.2], [-0.2, -0.4, 0.7], [-0.3, 0.0, 0.5], [-0.1, 0.8, 0.1], [-0.2, 0.1, -0.3], [0.2, 0.0, 0.1], [-0.1, -0.5, -0.3], [-2.3, -0.3, 1.1], [0.9, 0.1, -0.6], [1.7, -1.3, 0.2], [-0.6, 0.1, -0.1], [1.4, 1.1, 0.7], [-0.2, 0.3, -0.1], [0.6, 0.3, 0.1], [-0.1, -0.2, -0.1], [0.4, 0.1, -0.4], [-0.2, -0.1, -0.6], [-0.9, 0.2, 0.2], [0.1, 0.1, 0.4], [-0.1, 0.4, 0.2], [0.1, 0.2, -0.5], [-0.1, 0.4, 0.1], [0.4, -0.4, -0.1], [0.0, -0.5, 0.7], [1.2, -0.9, 0.5], [-0.6, 1.1, -0.6], [-0.7, 0.8, -0.5], [0.8, -0.7, -0.4], [0.0, -0.6, -1.0], [-0.8, 0.0, -0.6], [-0.3, -0.3, 0.5], [0.5, 0.6, 0.4], [-0.4, -0.2, -0.1], [-0.2, -0.1, 0.0], [0.4, -0.1, 0.1], [0.1, 0.2, -0.1], [-0.2, -0.4, 0.7], [0.0, -0.2, 0.1], [0.0, 0.5, 0.3], [0.0, 0.7, 0.1], [0.1, 0.6, -0.7], [0.8, -0.8, 1.7], [-0.5, -0.9, -0.6], [0.5, 1.2, -1.2], [0.5, -0.8, -0.5], [-0.2, 0.1, 0.0], [0.1, 0.5, -0.6], [0.8, -1.0, -0.6], [-1.0, -0.6, 0.9], [-0.9, -0.4, -0.1], [0.6, 0.5, 1.1], [-0.3, 0.5, 0.2], [-0.3, -0.2, -0.1], [0.2, 0.5, -0.1], [-0.5, 0.2, 0.6], [0.2, 0.6, 0.1], [-0.4, -0.2, 0.0], [0.2, -0.5, 0.2], [0.8, 0.2, 1.1], [0.3, 0.5, -0.1], [0.4, 2.4, -0.6], [-0.3, -2.2, 1.0], [0.1, -0.5, 1.2], [-0.3, -0.2, -0.4], [0.3, 0.4, 0.3], [0.2, -0.4, -0.3], [-0.5, -0.2, 0.2], [0.3, -0.1, -0.2], [-0.7, 0.2, -1.3], [-0.4, 0.4, -0.5], [0.1, -0.4, 0.2], [-0.4, 0.5, -0.3], [-0.1, -0.2, -0.7], [0.0, 0.0, 0.4], [1.2, 1.0, -0.4], [0.1, -1.4, 1.2], [-1.4, -0.1, -1.5], [1.5, -1.3, 2.1], [-1.7, 1.2, -0.8], [0.3, 0.5, -1.0], [0.0, 0.6, 0.1], [-0.3, -0.3, 0.5], [-0.1, -0.7, -0.4], [0.5, -0.3, -0.2], [0.1, 0.1, 0.7], [-0.1, 1.0, -0.1], [0.0, -0.4, -0.4], [0.0, 0.4, -0.3], [0.0, -0.3, 0.3], [-0.2, -0.2, 0.0], [0.0, 0.2, 0.1], [0.8, 0.3, -1.4], [-1.5, 1.6, 0.3], [1.4, -0.5, -0.8], [1.7, 2.0, 1.2], [1.2, -1.6, 0.3], [0.7, -1.6, -0.4], [-0.1, 0.0, 0.6], [-0.4, -0.2, 0.5], [0.1, -0.3, 0.1], [-0.1, -0.2, 0.2], [-0.4, 0.2, 0.3], [-1.0, -0.3, -0.2], [0.4, -0.2, -0.4], [-1.0, 0.0, 0.4], [-0.8, -0.1, -0.3], [-0.5, 0.3, -0.4], [-0.7, 0.4, 0.1], [-0.7, -1.4, 0.7], [-1.9, -1.7, 0.6], [1.0, 1.3, -1.2], [-0.6, 0.6, -1.0], [1.6, 0.6, -1.1], [1.2, -0.7, 1.0], [0.8, 0.3, 0.3], [-0.1, -0.2, -0.3], [0.3, 0.9, 0.2], [-0.3, -0.9, -0.2], [-0.4, 0.2, 0.8], [0.6, 0.1, -0.6], [-0.6, 0.3, 0.4], [-0.7, 0.1, 0.4], [0.2, 0.2, 0.5], [0.1, -0.3, -1.0], [-0.5, 0.3, 0.6], [-0.4, 0.0, -0.1], [0.1, 0.6, -0.5], [-1.1, 0.7, -0.8], [-1.5, -1.5, 2.0], [0.1, 1.2, -0.5], [1.3, 0.3, 0.1], [-0.2, 0.5, -0.1], [-0.6, -0.1, 0.6], [0.9, -0.7, 0.2], [0.6, 0.3, -0.2], [0.3, -1.0, -0.3], [0.1, -0.3, -0.5], [0.0, 0.4, 0.0], [0.4, 0.2, 0.3], [0.0, -0.5, -0.2], [0.0, 0.1, 0.1], [-0.2, -0.1, -0.1]],
  "mulliken_charge": [-0.768, -0.379, -0.367, 0.133, -0.411, -0.518, 0.287, 0.272, 0.315, 0.503, -0.088, 0.407, -0.174, 0.571, -0.314, 0.067, 0.262, -0.843, -0.254, -1.368, 1.546, -1.241, -0.835, 0.329, 0.333, 0.220, 0.441, 0.508, -0.210, 0.367, 0.267, 0.032, 0.304, 0.364, -1.031, 0.494, -1.073, 0.544, -1.781, -0.336, 0.425, 0.216, 0.157, 0.162, 0.521, 0.425, 0.456, 0.423, 0.413, 0.025, -0.254, -0.520, -0.076, -0.955, 2.589, -0.867, 0.906, 0.229, 0.375, 0.084, 0.280, 0.060, -1.076, 0.324, -0.809, 0.425, -0.516, -0.607, -1.024, -0.561, 1.038, -0.268, -1.090, 0.907, 0.373, 0.365, 0.323, 0.381, -0.416, 0.320, 0.346, 0.479, -0.317, 0.195, -0.345, -0.672, -0.368, -0.797, 0.259, -1.050, -0.327, 0.256, 0.296, 0.253, 0.236, 0.374, 0.305, 0.130, 0.231, 0.509, 0.206, 0.237, -0.813, -0.285, -1.202, 2.333, -1.376, -0.779, 0.288, 0.336, 0.265, 0.467, 0.430, -0.978, 0.386, 0.433, 0.142, 0.355, 0.159, -0.071, -0.355, -0.527, 0.460, -1.548, -0.586, 0.574, -0.580, 0.200, 0.152, 0.532, 0.175, 0.363, 0.337, 0.354, 0.274, 0.239, -0.757, -0.335, -1.020, 1.177, -1.027, -0.826, 0.309, 0.269, 0.312, 0.382, 0.455, -0.050, 0.110, -0.033, 0.522, 0.268, 0.241, -0.750, -0.375, -0.859, 0.597, -0.366, -0.074, 0.284, 0.241, 0.336, 0.484, 0.469, 0.190, 0.476, 0.289, -0.739, 0.171, -0.361, 0.031, -0.471, -0.026, 0.318, -0.945, -0.690, 0.187, 0.231, -0.156, 0.406, -0.277, 0.271, 0.299, 0.040, 0.357, 0.289, 0.224, -0.791, -0.324, -1.394, 1.183, -0.439, -0.538, 0.431, 0.198, 0.291, 0.482, 0.425, -0.281, 0.740, -0.169, -0.396, 0.347, -0.192]
}

No. 3
{
  "formula": "C3H10N2O",
  "method": "ωB97M-V/def2-TZVPD",
  "smiles": "[H]/N=C/N.CCO",
  "e_above_lowest_kj_mol": 107.2,
  "homo_energy_ev": -9.9,
  "multiplicity": 1,
  "e_tot_ev": -8300.39307,
  "species": ["H", "N", "C", "N", "H", "H", "H", "C", "C", "O", "H", "H", "H", "H", "H", "H"],
  "positions_angstrom": [[0.7656, 1.2805, -2.3575], [0.5150, 1.6430, -1.4416], [-0.6924, 1.3555, -1.1893], [-1.3469, 1.8169, -0.0680], [-1.3254, 0.7530, -1.8424], [-1.9505, 1.1672, 0.4206], [-0.7797, 2.3647, 0.5653], [1.6098, -0.9453, 1.0318], [0.3607, -1.7718, 1.2419], [-0.5304, -1.7679, 0.1329], [2.2484, -1.0928, 1.9137], [2.1954, -1.2920, 0.1814], [1.4051, 0.1203, 0.9398], [-0.1613, -1.4653, 2.1569], [0.6284, -2.8166, 1.4008], [-0.7088, -0.8454, -0.0956]],
  "forces_ev_per_angstrom": [[0.1, 0.0, 0.1], [-0.1, 0.2, -0.2], [0.0, 0.0, 0.1], [0.0, -0.1, 0.4], [-0.1, -0.1, 0.0], [-0.1, 0.2, -0.3], [0.1, -0.1, -0.1], [0.4, -0.3, 0.6], [-0.1, -0.2, 0.1], [-0.1, 0.3, -0.1], [-0.1, 0.2, -0.1], [-0.2, 0.1, -0.2], [0.0, 0.0, -0.1], [0.0, 0.2, -0.1], [0.0, 0.0, -0.1], [0.1, -0.3, 0.0]],
  "mulliken_charge": [0.245, -0.643, -0.124, -0.476, 0.501, 0.258, 0.270, -0.932, -0.248, -0.491, 0.322, 0.249, 0.305, 0.253, 0.284, 0.227]
}